## a
14
Properties=species:S:1:pos:R:3:lowdin_charge:R:1 method="wB97M-V/def2-TZVPD" charge=+1 orbital_gap_ev=8.67
C -2.180 -1.464 0.778 0.124
N -2.014 -0.367 0.222 0.059
C -1.849 0.766 -0.295 -0.076
C -0.611 1.300 -0.621 -0.041
C 0.550 0.682 -0.418 -0.023
N 1.515 0.049 -0.423 0.125
C 2.851 -0.188 -0.066 -0.062
H -2.105 -2.431 0.378 0.088
H -2.726 -1.300 1.830 0.164
H -2.775 1.275 -0.547 0.165
H -0.428 2.207 -1.094 0.108
H 3.020 -1.147 0.610 0.145
H 3.490 -0.112 -0.928 0.082
H 3.262 0.730 0.574 0.142

=====

## b
14
Properties=species:S:1:pos:R:3:lowdin_charge:R:1 method="wB97M-V/def2-TZVPD" charge=+1 orbital_gap_ev=8.70
C -2.060 -1.508 1.644 0.265
C -1.078 -1.386 0.864 -0.247
C 0.478 -2.053 -0.945 0.243
C -0.152 -0.031 0.513 -0.366
C -0.890 1.143 -0.330 0.041
N -0.097 -1.322 -0.076 -0.031
N 0.800 0.390 1.339 0.217
H 1.486 -1.548 -1.180 0.164
H 0.176 -2.979 -1.435 0.141
H -0.071 1.839 -0.777 0.121
H -1.622 1.648 0.418 0.130
H -1.389 0.769 -1.229 0.079
H 1.516 -0.251 1.458 0.110
H 0.637 1.121 1.977 0.134

=====

## c
14
Properties=species:S:1:pos:R:3:lowdin_charge:R:1 method="wB97M-V/def2-TZVPD" charge=+1 orbital_gap_ev="8.96 / 8.95"
C 0.496 1.050 -0.388 0.073
C -0.340 -0.652 0.987 -0.168
C -1.707 1.660 0.189 0.064
C 0.947 -0.231 0.029 -0.264
C 1.231 -1.343 -0.927 -0.042
N -1.371 -0.154 1.220 0.212
N -0.465 1.707 -0.284 0.127
H 0.120 -1.378 1.685 0.179
H -2.581 1.464 -0.479 0.132
H -1.911 2.475 1.017 0.165
H 1.628 -0.020 0.837 0.154
H 1.924 -0.861 -1.702 0.122
H 0.388 -1.430 -1.692 0.126
H 1.642 -2.287 -0.492 0.119

=====

Stability check: which of them is least stable? b.

=====

## a
14
Properties=species:S:1:pos:R:3:lowdin_charge:R:1 method="wB97M-V/def2-TZVPD" charge=-1 orbital_gap_ev=5.71
C 0.258 -2.511 -1.023 -0.466
S 1.202 -3.457 0.255 0.534
H 0.437 -1.477 -0.774 0.008
H -0.767 -2.886 -0.990 0.012
H 0.589 -2.915 -1.979 0.006
C -0.322 2.502 -0.134 -0.273
C -0.646 1.348 0.825 -0.812
S 0.710 1.215 2.096 0.019
H 0.347 2.161 -0.929 0.045
H -1.082 3.247 -0.427 0.044
H 0.306 3.195 0.439 0.007
H -0.751 0.417 0.264 -0.003
H -1.634 1.563 1.236 0.020
H 1.351 -2.403 1.142 -0.141

=====

## b
14
Properties=species:S:1:pos:R:3:lowdin_charge:R:1 method="wB97M-V/def2-TZVPD" charge=-1 orbital_gap_ev=5.49
C 0.849 1.041 -2.294 -0.679
S 2.073 1.443 -0.951 -0.032
H 0.197 1.892 -2.372 -0.033
H 0.303 0.137 -2.044 -0.043
H 1.400 0.828 -3.198 -0.032
C 0.191 -1.407 0.388 -0.475
S -1.480 -0.767 0.523 0.685
C -1.295 0.234 2.008 -0.448
H 0.935 -0.630 0.225 -0.060
H 0.480 -2.016 1.250 0.028
H 0.140 -2.105 -0.452 0.022
H -0.326 0.729 1.989 0.031
H -1.399 -0.384 2.891 0.013
H -2.069 1.008 2.039 0.023

=====

## c
14
Properties=species:S:1:pos:R:3:lowdin_charge:R:1 method="wB97M-V/def2-TZVPD" charge=-1 orbital_gap_ev=5.52
C 2.310 -0.008 -0.618 -0.712
S 2.352 0.273 1.204 0.017
H 1.735 -0.840 -1.036 -0.014
H 3.361 -0.031 -0.918 -0.034
H 1.913 0.940 -0.985 -0.039
C -0.968 1.157 0.788 -0.497
S -2.504 0.297 0.381 0.668
C -1.737 -1.224 -0.234 -0.448
H -0.181 0.726 1.446 -0.045
H -0.330 1.202 -0.103 0.007
H -1.113 2.196 1.070 0.020
H -1.026 -1.499 0.537 0.029
H -1.337 -1.161 -1.249 0.031
H -2.476 -2.030 -0.284 0.017

=====

Stability check: which of them is least stable? a.

=====

## a
9
Properties=species:S:1:pos:R:3:lowdin_charge:R:1 method="wB97M-V/def2-TZVPD" smiles="N#CC(=S)CS" charge=0 orbital_gap_ev="7.37 / 6.90"
N -1.271 -1.967 1.689 0.208
C -0.914 -1.056 1.070 -0.340
C -0.510 0.037 0.368 -0.690
S -0.382 1.542 1.522 0.558
C 0.033 0.032 -0.992 -0.543
S 1.823 0.005 -0.531 0.698
H -0.114 0.911 -1.553 0.052
H -0.396 -0.885 -1.518 0.124
H 1.732 1.383 -0.053 -0.066

=====

## b
9
Properties=species:S:1:pos:R:3:lowdin_charge:R:1 method="wB97M-V/def2-TZVPD" charge=0 orbital_gap_ev="5.83 / 5.84"
C -0.687 0.763 -0.681 -0.396
C -1.569 0.894 0.322 -0.030
C 0.627 -1.713 -0.898 -1.091
N 0.160 0.538 -1.490 0.134
S 2.135 -2.171 -1.259 0.649
S -0.745 -2.521 -0.323 0.750
H -1.303 1.214 1.442 0.111
H -2.520 0.682 0.135 -0.021
H -0.332 -3.770 -0.567 -0.106

=====

Stability check: which of them is least stable? b.

=====

## a
9
Properties=species:S:1:pos:R:3:lowdin_charge:R:1 method="wB97M-V/def2-TZVPD" smiles=CC1(C#N)SS1 charge=0 orbital_gap_ev=8.58
C -0.145 -0.138 -0.102 -0.162
C -1.292 -1.162 0.141 -1.087
C -1.564 -1.552 1.601 -0.238
N -1.859 -1.595 2.693 0.156
S -2.781 -0.737 -0.787 0.540
S -1.527 -2.236 -1.287 0.536
H -0.623 0.934 -0.029 0.108
H 0.413 -0.273 -1.137 0.112
H 0.556 -0.216 0.666 0.035

=====

## b
9
Properties=species:S:1:pos:R:3:lowdin_charge:R:1 method="wB97M-V/def2-TZVPD" smiles="S=C1CS1.C#N" charge=0 orbital_gap_ev=7.91
S 1.019 -1.872 -0.945 0.706
C -0.168 -0.906 -0.422 -1.080
C -0.999 -0.123 0.609 -0.535
S -1.991 -0.614 -0.808 0.764
H -0.957 0.945 0.873 0.066
H -1.584 -0.539 1.513 0.093
C 1.496 0.978 -0.227 -0.212
N 2.220 1.145 0.654 0.088
H 0.965 0.986 -1.247 0.110

=====

Stability check: which of them is least stable? b.